Computed, not measured: a gas-phase ion, C3H8NO (charge +1) in a non-equilibrium geometry, with wB97M-V/def2-TZVPD.

Structure (ORCA input):
```
! wB97M-V def2-TZVPD RIJCOSX def2/J DEFGRID3
* xyz 1 1
C -0.91 -1.00 0.76
N -0.04 -0.73 -0.44
C 0.21 0.74 -0.86
C 1.05 1.42 0.24
O 0.58 1.57 1.32
H -0.65 -0.45 1.65
H -1.93 -0.69 0.55
H -0.77 -2.06 0.96
H 0.88 -1.16 -0.26
H -0.38 -1.24 -1.26
H 0.65 0.80 -1.85
H -0.78 1.18 -0.81
H 2.10 1.62 -0.01
*
```

LUMO level = -4.351 eV
HOMO = -15.01 eV
HOMO-LUMO gap = 10.66 eV
SMILES string = C[NH2+]CC=O
energy relative to the best compared isomer or geometry (same formula, charge and spin) = 15.7 kcal/mol

=====

Computed, not measured: 6 unconnected molecules or ions with the total composition C25H49Cl9N2O2 in a non-equilibrium geometry, with wB97M-V/def2-TZVPD.

Structure (ORCA input):
```
! wB97M-V def2-TZVPD RIJCOSX def2/J DEFGRID3
* xyz 0 3
C 1.29 1.93 2.50
C 1.40 3.45 2.35
C 0.55 3.81 1.13
C 0.22 5.30 1.05
C -0.45 5.65 2.36
C 0.46 5.50 3.56
N 0.96 4.10 3.60
O 1.67 3.81 4.57
C 1.58 6.55 3.55
C -0.31 5.74 4.86
C 2.88 3.71 2.07
H 0.32 1.63 2.91
H 2.05 1.51 3.16
H 1.38 1.41 1.54
H 1.04 3.49 0.21
H -0.40 3.26 1.10
H -0.45 5.52 0.21
H 1.09 5.93 0.85
H -1.34 5.03 2.56
H -0.88 6.66 2.34
H 2.12 6.60 2.60
H 1.11 7.54 3.67
H 2.24 6.45 4.41
H -1.34 5.37 4.84
H 0.15 5.27 5.72
H -0.48 6.80 5.08
H 3.56 3.10 2.66
H 3.14 4.77 2.14
H 3.16 3.45 1.04
C 0.60 -3.23 -2.28
C 0.56 -1.99 -3.18
C -0.95 -1.66 -3.29
C -1.26 -0.31 -3.94
C -0.52 0.77 -3.15
C 0.99 0.47 -2.97
N 1.23 -0.88 -2.46
O 2.41 -1.09 -2.12
C 1.69 0.80 -4.29
C 1.43 1.54 -1.93
C 1.14 -2.33 -4.54
H 0.16 -3.02 -1.31
H 1.65 -3.51 -2.14
H 0.17 -4.07 -2.82
H -1.32 -2.48 -3.91
H -1.36 -1.63 -2.28
H -2.35 -0.22 -3.89
H -0.94 -0.23 -4.99
H -1.06 0.78 -2.20
H -0.61 1.74 -3.63
H 1.84 1.87 -4.44
H 2.70 0.37 -4.25
H 1.23 0.39 -5.20
H 1.21 2.56 -2.22
H 1.00 1.25 -0.97
H 2.52 1.43 -1.89
H 0.66 -1.83 -5.39
H 0.92 -3.35 -4.87
H 2.21 -2.14 -4.59
Cl -4.46 -4.69 -0.76
C -3.30 -5.00 -2.10
C -2.08 -5.66 -1.50
Cl -1.06 -6.35 -2.79
H -3.08 -4.04 -2.55
H -3.80 -5.66 -2.80
H -2.37 -6.49 -0.86
H -1.48 -4.95 -0.93
Cl -5.88 0.31 -2.35
C -4.73 -0.82 -1.56
C -4.18 -0.22 -0.30
Cl -3.19 1.24 -0.63
H -3.95 -1.09 -2.26
H -5.32 -1.71 -1.35
H -3.48 -0.90 0.19
H -4.93 0.05 0.45
Cl 3.12 -7.47 5.05
C 1.51 -6.95 4.46
C 1.44 -7.01 2.95
Cl 2.33 -5.65 2.22
H 1.39 -5.94 4.83
H 0.81 -7.64 4.92
H 0.38 -6.97 2.69
H 1.89 -7.93 2.59
C 0.39 -2.46 1.86
Cl -0.92 -2.74 0.68
Cl -0.15 -1.20 2.98
Cl 1.83 -1.94 1.00
H 0.60 -3.41 2.34
*
```

LUMO level (alpha / beta) = 0.241 / 0.227 eV
HOMO (alpha / beta) = -7.81 / -9.23 eV
HOMO-LUMO gap (alpha / beta) = 8.05 / 9.46 eV

=====

Computed, not measured: 2 unconnected molecules or ions with the total composition C2H6S3 in a non-equilibrium geometry, with wB97M-V/def2-TZVPD.

Structure (ORCA input):
```
! wB97M-V def2-TZVPD RIJCOSX def2/J DEFGRID3
* xyz 0 1
C -0.91 0.49 0.45
C -1.26 -0.59 -0.48
S 3.22 0.14 0.25
S 0.10 -1.82 -0.84
S 2.19 0.27 -1.37
H -1.79 0.98 0.78
H -0.63 0.16 1.46
H -0.12 1.17 0.05
H -1.50 -0.46 -1.51
H -2.10 -1.25 -0.14
H 2.81 0.92 1.34
*
```

LUMO level (alpha / beta) = -2.347 / -2.346 eV
HOMO (alpha / beta) = -8.57 / -8.57 eV
HOMO-LUMO gap (alpha / beta) = 6.23 / 6.23 eV
energy relative to the best compared isomer or geometry (same formula, charge and spin) = 48.0 kcal/mol

=====

Computed, not measured: 2 unconnected molecules or ions with the total composition C4H11NS in a non-equilibrium geometry, with wB97M-V/def2-TZVPD.

Structure (ORCA input):
```
! wB97M-V def2-TZVPD RIJCOSX def2/J DEFGRID3
* xyz 0 1
C -0.46 0.88 0.45
C -0.13 -0.30 2.63
C 0.58 0.40 -3.02
C -0.48 -0.45 1.14
N 0.25 -2.50 -0.50
S 0.87 -1.62 0.48
H -1.30 1.40 0.99
H 0.41 1.54 0.60
H -0.85 0.78 -0.60
H 0.55 0.63 2.80
H 0.54 -1.19 2.81
H -0.91 -0.27 3.39
H 0.97 1.26 -2.30
H 0.18 0.70 -4.11
H 1.46 -0.19 -3.28
H -1.44 -0.90 1.07
H -0.25 -0.18 -2.57
*
```

LUMO level = -0.330 eV
HOMO = -8.52 eV
HOMO-LUMO gap = 8.19 eV
energy relative to the best compared isomer or geometry (same formula, charge and spin) = 78.4 kcal/mol